w:
C4H8O2 | ωB97M-V/def2-TZVPD

Element x y z (Å)
C1 -0.112 0.288 -0.364
H1 2.047 -1.086 0.352
O1 0.709 0.457 0.779
H2 0.336 0.823 -1.219
O2 -2.220 -0.537 0.111
H3 -2.008 1.376 -0.758
H4 2.513 0.524 -0.260
H5 -1.558 1.218 0.968
C2 -1.527 0.734 -0.010
H6 2.583 0.175 1.490
H7 -2.211 -0.923 -0.800
C3 -0.529 -1.107 -0.758
H8 -0.167 -1.850 -0.032
C4 2.020 -0.006 0.571

As for the multiplicity: 1. Its gap between HOMO and LUMO is 0.3367 Eh. As for the lowest unoccupied orbital energy: 0.4 eV. As for the total charge: 0.

x:
C4H8O2 | ωB97M-V/def2-TZVPD

Element x y z (Å)
H1 -0.170 2.119 1.908
O1 0.814 -0.102 0.339
C1 0.418 1.209 1.778
H2 1.484 1.410 1.825
H3 0.316 -2.287 -0.261
H4 1.320 -1.406 -1.534
H5 -0.753 -0.410 -2.470
H6 0.094 0.414 2.443
C2 -0.789 -1.055 -1.596
O2 -1.349 0.482 0.131
C3 0.362 -1.535 -1.040
C4 -0.140 0.822 0.167
H7 0.174 1.710 -0.425
H8 -1.768 -1.389 -1.278

As for the multiplicity: 1. Its gap between HOMO and LUMO (alpha / beta) is 0.2881 / 0.2881 Eh. As for the lowest unoccupied orbital energy (alpha / beta): -1.2 / -1.2 eV. As for the total charge: 0.

Q: Which of them is the least stable? A: x.